[1]
A molecular structure, C28H36N13OSbTl. Source: the Open Molecules 2025 dataset; level of theory: ωB97M-V/def2-TZVPD.

Structure (ORCA input):
```
! wB97M-V def2-TZVPD RIJCOSX def2/J DEFGRID3
* xyz 1 1
Tl 0.157 0.306 0.442
Sb 0.143 3.041 0.556
O -0.387 2.604 -2.130
N 0.534 0.502 -2.239
N 2.667 0.341 4.503
N -3.700 0.752 -3.197
N 2.711 0.645 0.934
N 0.044 -0.009 -4.380
N -6.497 -0.235 0.174
N -2.846 -2.924 -1.347
N -1.278 0.305 3.766
N 0.421 0.191 5.275
N -2.289 0.828 0.954
N 0.887 0.386 2.951
N 1.277 -1.547 -3.100
N 2.181 0.087 6.727
C 1.395 -2.423 0.881
C 0.320 -1.826 0.223
C 0.034 0.290 4.006
C 4.536 0.645 2.464
C 0.788 -4.554 -0.027
C 3.570 0.772 -0.075
C 5.427 0.785 1.412
C 1.752 4.036 -0.378
C -0.131 1.583 -2.748
C -4.226 0.617 -0.686
C -5.489 0.156 -0.226
C -3.936 0.719 -2.068
C -1.708 -2.031 -1.345
C -1.641 4.091 0.185
C 2.177 0.421 3.288
C -3.476 -3.000 -0.035
C 1.734 0.206 5.475
C 4.940 0.849 0.117
C -3.806 -2.570 -2.382
C 0.515 3.581 2.579
C -3.184 0.729 0.210
C 0.625 -0.389 -3.241
C -0.283 -3.964 -0.677
C 0.000 -0.741 -5.629
C -0.489 1.330 -4.198
C -0.537 -2.596 -0.567
C 3.180 0.577 2.183
C 1.634 -3.783 0.757
H -0.876 -0.420 -6.189
H 2.051 -1.828 1.504
H 1.733 5.077 -0.056
H -1.896 0.215 4.555
H -3.913 -2.041 0.279
H 1.467 -1.860 -2.159
H 3.168 0.099 6.906
H 2.692 3.583 -0.065
H -0.108 -1.810 -5.444
H -4.275 -3.740 -0.058
H -2.407 3.719 0.862
H -1.939 3.942 -0.849
H 3.136 0.814 -1.069
H 0.890 -0.567 -6.237
H 5.603 0.955 -0.730
H -0.262 3.175 3.225
H -1.457 5.147 0.381
H 2.469 -4.235 1.276
H -1.667 0.420 2.841
H 4.865 0.584 3.491
H 1.633 3.974 -1.454
H -2.743 -3.312 0.709
H 0.957 -5.618 -0.124
H 1.230 -2.249 -3.818
H -4.637 -3.274 -2.357
H -1.960 -1.027 -0.969
H 0.506 4.669 2.649
H -0.970 -4.557 -1.268
H -1.572 1.379 -4.332
H -1.402 -1.899 -2.389
H 1.487 3.211 2.900
H -4.218 -1.559 -2.261
H 6.491 0.840 1.603
H 1.524 -0.016 7.480
H -3.331 -2.638 -3.363
H -0.012 2.062 -4.854
*
```

E_LUMO, eV: -3.08
Orbital gap, Eh: 0.2627
Energy, Ha: -2288.22089
HOMO level, Ha: -0.3757
ΔE to the lowest compared entry with this formula, charge and spin, kcal/mol: 3.5

---

[2]
4 unconnected molecules or ions with the total composition C2H11NO3 at a distorted geometry. Source: the Open Molecules 2025 dataset; level of theory: ωB97M-V/def2-TZVPD.

Structure (ORCA input):
```
! wB97M-V def2-TZVPD RIJCOSX def2/J DEFGRID3
* xyz 1 2
O 0.814 2.094 0.595
O 1.833 -0.430 2.043
O -0.421 2.048 -1.964
N -0.335 -1.477 -0.167
C -1.786 -1.657 -0.019
C 0.287 -0.819 -1.024
H 1.075 1.224 0.907
H -2.157 -2.186 -0.893
H -2.014 -2.213 0.878
H 1.658 -0.358 2.990
H -2.244 -0.655 -0.066
H 0.444 2.062 -1.530
H 1.028 -0.850 1.711
H 1.374 -0.889 -0.942
H 1.545 2.710 0.698
H -1.001 1.560 -1.380
H -0.100 -0.164 -1.838
*
```

Expectation value of S²: 0.76
E_LUMO (spin up / spin down), eV: -5.53 / -9.33
Orbital gap (spin up / spin down), Eh: 0.3598 / 0.2164
Energy, Ha: -362.88304
HOMO level (spin up / spin down), Ha: -0.5631 / -0.5591
ΔE to the lowest compared entry with this formula, charge and spin, kcal/mol: 48.6

---

[3]
C4H4O2P2 in the gas phase at a distorted geometry. Source: the Open Molecules 2025 dataset; level of theory: ωB97M-V/def2-TZVPD.

Structure (ORCA input):
```
! wB97M-V def2-TZVPD RIJCOSX def2/J DEFGRID3
* xyz 0 1
P 3.048 1.971 2.688
P -1.608 -0.890 -0.448
O 2.701 2.463 4.011
O -0.277 -1.624 1.967
C -0.026 -1.167 0.882
C 2.142 0.895 1.855
C 2.106 0.046 0.785
C 1.205 -0.803 0.269
H 1.248 -1.233 -0.794
H 2.948 0.084 0.164
H -2.072 -2.142 -0.820
H -0.625 -0.803 -1.469
*
```

E_LUMO (spin up / spin down), eV: -2.69 / -2.69
Orbital gap (spin up / spin down), Eh: 0.2276 / 0.2276
Energy, Ha: -987.80917
HOMO level (spin up / spin down), Ha: -0.3264 / -0.3264
ΔE to the lowest compared entry with this formula, charge and spin, kcal/mol: 78.0

---

- What is the energy in the first record?
  -2288.22089 Ha